(1)
Formula: C8H7N4O2S
Source: the Open Molecules 2025 dataset
Level of theory: ωB97M-V with the def2-TZVPD basis set

Last column: Löwdin charge in e.
Positions of all 22 atoms, in Å:
1 H 4.496 0.882 0.035  0.067
2 C -1.532 -0.893 0.187  -0.346
3 C 2.621 2.022 0.226  -0.112
4 H -4.019 -2.552 1.018  0.164
5 C 3.462 0.891 0.160  -0.140
6 N -3.098 -2.202 0.677  0.022
7 C 1.279 1.857 0.172  -0.051
8 C 2.878 -0.293 -0.071  -0.146
9 S -1.963 1.803 -0.674  0.698
10 H 3.474 -1.154 -0.214  0.078
11 O -3.242 1.002 -0.756  -0.558
12 H 1.082 -1.492 -0.469  0.114
13 N -0.694 0.537 0.058  -0.093
14 N -2.527 -0.991 1.026  0.097
15 C 1.485 -0.458 -0.138  -0.052
16 O -1.994 2.765 0.444  -0.546
17 C -2.341 -2.660 -0.351  -0.239
18 H 3.109 2.916 0.258  0.060
19 H -2.441 -3.570 -0.883  0.096
20 C 0.637 0.626 -0.105  -0.371
21 N -1.352 -1.910 -0.687  0.121
22 H 0.680 2.872 0.087  0.135

## Properties
- F_max (eV/Å) = 6.4
- charge = -1
- energy above the lowest of the compared OMol25 structures with the same formula, charge and spin (kJ/mol) = 0.0
- electronic energy (eV) = -29299.146
- LUMO level (eV) = 3.2
- HOMO energy (hartree) = -0.1405

=====

(2)
Formula: C22H26N4ORb
Source: the Open Molecules 2025 dataset
Level of theory: ωB97M-V with the def2-TZVPD basis set

Last column: Löwdin charge in e.
Positions of all 54 atoms, in Å:
1 C -1.005 3.413 -0.945  -0.141
2 H -5.673 0.027 0.555  0.111
3 C 1.087 -3.920 -0.365  -0.490
4 C 5.037 -0.061 1.246  -0.047
5 C -1.542 4.654 -0.648  -0.054
6 H 1.390 -0.181 4.234  0.132
7 C 2.555 -3.622 -0.378  -0.006
8 N 2.644 -0.214 1.165  0.037
9 C -0.037 3.214 1.118  -0.293
10 H -1.689 6.156 0.885  0.114
11 C -2.369 -0.546 2.356  -0.277
12 H 1.520 1.831 1.527  0.087
13 H -1.165 2.975 -1.925  0.108
14 H 0.171 -5.727 -0.946  0.100
15 Rb 0.079 -0.308 -0.419  0.903
16 O 0.258 -3.059 -0.594  -0.090
17 H 1.202 -1.634 3.278  0.131
18 H 1.286 3.021 2.780  0.121
19 H -2.127 5.182 -1.388  0.108
20 N -0.271 2.698 -0.093  0.048
21 H -1.176 1.600 2.629  0.116
22 C -3.549 -0.843 3.032  -0.010
23 H -5.689 -0.888 2.892  0.116
24 H 1.456 -5.977 0.253  0.084
25 C -1.048 -0.822 3.043  -0.148
26 H 5.921 -0.121 3.205  0.116
27 H 3.721 -0.328 4.339  0.119
28 H 2.926 -3.648 0.650  0.102
29 H 3.099 -4.393 -0.924  0.096
30 C 3.783 -0.267 3.261  -0.010
31 C 5.007 -0.150 2.628  -0.043
32 H -1.207 -0.694 4.126  0.136
33 H -0.024 1.549 3.948  0.130
34 H -0.308 4.839 2.486  0.119
35 H -3.508 -1.217 4.047  0.120
36 C 1.303 -0.547 3.199  -0.138
37 H -3.498 0.554 -0.484  0.111
38 C 2.621 -0.305 2.495  -0.270
39 H -0.807 -1.879 2.895  0.132
40 C -4.757 -0.151 1.098  -0.047
41 C -3.535 0.137 0.517  -0.131
42 H 2.746 -2.639 -0.801  0.071
43 N 0.090 -0.036 2.567  -0.209
44 C -1.298 5.186 0.607  -0.047
45 C 0.756 2.372 2.081  -0.102
46 C -0.134 1.385 2.864  -0.159
47 C 0.642 -5.323 -0.048  -0.002
48 C 3.831 -0.091 0.568  -0.140
49 H 3.816 0.001 -0.514  0.112
50 C -4.760 -0.655 2.390  -0.043
51 H 5.964 0.038 0.701  0.111
52 C -0.532 4.456 1.499  -0.011
53 N -2.362 -0.064 1.116  0.024
54 H -0.120 -5.286 0.728  0.092

## Properties
- F_max (eV/Å) = 0.3
- charge = +1
- energy above the lowest of the compared OMol25 structures with the same formula, charge and spin (kJ/mol) = 11.4
- electronic energy (eV) = -31895.761
- LUMO level (eV) = -2.1
- HOMO energy (hartree) = -0.4310

=====

(3)
Formula: C6H8N2
Source: the Open Molecules 2025 dataset
Level of theory: ωB97M-V with the def2-TZVPD basis set

Last column: Löwdin charge in e.
Positions of all 16 atoms, in Å:
1 N 2.688 -0.113 -0.317  0.051
2 H 1.089 2.191 0.605  0.011
3 C -2.037 -0.668 -0.196  -0.061
4 C -0.293 0.718 0.124  -0.465
5 H -0.519 2.771 -0.244  0.075
6 H 1.908 -1.966 -0.320  0.162
7 N 0.313 -0.366 0.358  -0.027
8 H 2.190 1.063 0.299  0.174
9 H -2.181 1.616 -0.731  0.109
10 C 1.603 -0.798 -0.128  -0.291
11 C 0.105 1.986 0.258  0.039
12 C -0.803 -1.431 0.208  -0.122
13 C -1.730 0.671 -0.395  0.004
14 H -0.645 -2.091 -0.504  0.059
15 H -3.173 -1.166 0.305  0.195
16 H -0.753 -1.940 1.077  0.085

## Properties
- F_max (eV/Å) = 9.4
- energy above the lowest of the compared OMol25 structures with the same formula, charge and spin (kJ/mol) = 619.6
- electronic energy (eV) = -9325.286
- LUMO level (eV) = 0.6
- HOMO energy (hartree) = -0.3030

=====

(4)
Formula: C30H60FN7O6P
Source: the Open Molecules 2025 dataset
Level of theory: ωB97M-V with the def2-TZVPD basis set

Last column: Löwdin charge in e.
Positions of all 105 atoms, in Å:
1 C 0.006 -4.698 1.028  -0.091
2 H -0.611 -2.632 6.170  0.080
3 H -6.981 1.408 3.509  0.026
4 H 3.249 -1.459 -5.713  0.044
5 H 1.568 1.303 -5.249  0.064
6 H 2.528 -0.653 -1.245  0.075
7 N -4.398 0.555 4.542  0.046
8 H -5.542 0.075 6.704  0.162
9 H -5.743 -3.663 5.610  0.174
10 H -1.542 -2.282 0.098  0.080
11 C 2.326 0.962 -7.242  -0.544
12 H 3.217 6.501 -1.353  0.075
13 P -6.851 0.024 3.289  0.794
14 C -0.196 -4.625 -1.426  -0.058
15 H 3.426 -2.722 -6.934  0.085
16 C -2.892 -3.042 4.891  -0.148
17 C 0.004 -4.204 2.455  -0.190
18 H 4.932 -3.309 -3.432  0.080
19 F -7.399 0.203 5.967  0.042
20 C 3.690 7.428 -1.664  -0.009
21 H 1.722 -3.388 -5.236  0.140
22 H 2.261 1.068 -0.893  0.080
23 C -6.170 -0.381 5.947  -0.239
24 H 6.324 7.796 -3.689  0.142
25 C -3.763 -2.391 3.812  -0.114
26 H 4.723 -5.017 -2.980  0.079
27 C 3.534 -2.494 -5.874  -0.073
28 H -1.281 0.664 5.814  0.103
29 H -6.093 -0.019 2.112  0.033
30 H 2.957 8.054 -2.172  0.085
31 H 6.300 9.950 -2.407  0.085
32 H -1.449 -4.625 4.705  0.135
33 H 4.042 7.964 -0.782  0.085
34 C 4.236 2.909 -2.112  -0.074
35 H 4.111 1.941 -3.988  0.138
36 H -3.912 -3.099 2.997  0.121
37 O -3.429 -0.565 6.242  0.069
38 H -2.726 -2.318 5.693  0.080
39 H -0.167 -2.039 -0.974  0.075
40 H -4.243 3.145 4.415  0.091
41 H 5.216 10.042 -3.802  0.085
42 H 0.802 -4.599 -1.872  0.059
43 N 2.716 -3.388 -5.072  0.027
44 H -3.345 3.228 2.864  0.105
45 C 2.971 0.338 -1.285  -0.007
46 H 4.569 9.696 -2.201  0.070
47 H 2.181 4.146 -7.788  0.082
48 H 1.721 3.362 -6.279  0.069
49 O 2.732 -0.055 -7.775  0.031
50 H 4.578 -2.609 -5.597  0.075
51 C 4.583 -4.286 -3.770  -0.010
52 C 5.409 9.518 -2.865  -0.075
53 N 3.887 1.825 -3.011  0.019
54 N -6.337 -1.813 6.264  0.215
55 N -8.145 -0.814 3.239  -0.241
56 O 3.086 -0.178 -3.617  0.024
57 H -2.125 -4.056 2.381  0.119
58 H 0.237 -5.751 0.893  0.110
59 H -1.335 -2.493 2.546  0.098
60 O 5.105 5.915 -2.863  0.020
61 H 0.364 1.532 -6.532  0.084
62 C 1.218 0.932 -6.212  -0.010
63 H 0.067 -2.002 0.780  0.070
64 C -0.220 -3.984 -0.065  -0.341
65 H 3.954 2.652 -1.095  0.072
66 H -3.444 -3.874 5.347  0.112
67 C -4.194 2.788 3.389  0.019
68 H -0.510 -5.669 -1.380  0.081
69 H 0.167 -5.063 3.115  0.111
70 C -5.168 -1.920 4.263  -0.198
71 H 3.374 3.933 -6.499  0.080
72 H -3.269 -1.526 3.361  0.110
73 C -0.475 -2.498 -0.031  -0.060
74 H 0.855 -3.533 2.628  0.116
75 C 4.839 7.074 -2.583  -0.545
76 H -0.864 -4.103 -2.118  0.079
77 H 0.555 -3.408 5.102  0.080
78 C -0.370 -2.831 5.122  -0.061
79 H -5.099 3.105 2.861  0.099
80 H 3.863 0.361 -0.659  0.084
81 O 2.304 -4.959 -3.519  0.003
82 C -1.309 -3.532 2.891  -0.200
83 H -5.850 -2.249 3.456  0.147
84 N 2.872 2.173 -7.542  0.008
85 C -5.503 -0.402 4.543  -0.359
86 H 5.177 -4.576 -4.638  0.083
87 C -3.301 0.254 5.359  -0.449
88 H 3.738 3.834 -2.397  0.064
89 H 0.908 -0.101 -6.092  0.082
90 C 3.108 -4.243 -4.105  -0.546
91 C -2.012 0.963 5.067  0.047
92 N 5.573 8.097 -3.087  0.010
93 H -6.817 -2.127 7.102  0.197
94 H 5.309 3.103 -2.133  0.086
95 C 3.312 0.631 -2.730  -0.544
96 H -8.376 -1.471 3.968  -0.016
97 H -0.166 -1.871 4.631  0.082
98 H 3.606 2.125 -8.231  0.139
99 O -3.850 0.678 2.314  0.136
100 H -1.654 0.711 4.066  0.103
101 C -1.509 -3.571 4.411  -0.351
102 C 2.523 3.469 -7.003  -0.083
103 H -2.145 2.048 5.110  0.096
104 C -5.748 -2.591 5.439  0.067
105 C -4.106 1.292 3.301  -0.489

## Properties
- F_max (eV/Å) = 0.6
- charge = +1
- electronic energy (eV) = -66798.888
- LUMO level (eV) = -4.2
- HOMO energy (hartree) = -0.3617

=====

(5)
Formula: C4H13NO2
Source: the Open Molecules 2025 dataset
Level of theory: ωB97M-V with the def2-TZVPD basis set

Last column: Löwdin charge in e.
Positions of all 20 atoms, in Å:
1 C -0.223 0.455 -0.361  -0.177
2 C 0.442 1.561 -0.746  -0.176
3 N -1.388 0.410 0.425  -0.114
4 H 0.044 -0.538 -0.728  0.097
5 H -0.210 2.408 -1.005  0.097
6 H -1.423 -2.903 1.532  0.026
7 C 1.887 1.832 -0.796  -0.127
8 H -1.117 1.865 1.935  0.085
9 H -2.236 0.079 -0.022  0.112
10 H -1.103 -1.400 1.688  0.004
11 H 2.349 2.342 0.052  0.072
12 O 1.735 -2.653 -1.597  -0.069
13 H 2.521 0.925 -0.706  0.078
14 O -0.712 -2.289 1.713  -0.073
15 H 2.219 2.276 -1.730  0.065
16 H -2.855 1.653 1.428  0.075
17 H 1.046 -2.622 -0.914  0.019
18 H 2.448 -3.007 -1.053  0.035
19 C -1.811 1.663 1.126  -0.089
20 H -1.823 2.417 0.339  0.059

## Properties
- F_max (eV/Å) = 2.8
- structure (SMILES) = C/C=C/NC.O.O
- energy above the lowest of the compared OMol25 structures with the same formula, charge and spin (kJ/mol) = 218.1
- electronic energy (eV) = -9941.936
- LUMO level (eV) = 0.7
- HOMO energy (hartree) = -0.2908

=====

(6)
Formula: C5H4NaO
Source: the Open Molecules 2025 dataset
Level of theory: ωB97M-V with the def2-TZVPD basis set

Last column: Löwdin charge in e.
Positions of all 11 atoms, in Å:
1 C -0.015 0.282 1.748  -0.341
2 Na 2.864 1.212 2.847  0.835
3 H -3.011 -1.601 0.951  0.074
4 C -0.934 0.111 0.940  -0.043
5 H -3.999 -0.539 -0.235  0.099
6 O 0.896 0.490 2.566  -0.214
7 C -1.939 -0.005 -0.064  -0.439
8 H -3.090 1.117 -1.622  0.025
9 C -2.659 0.993 -0.626  0.068
10 C -2.973 -1.115 -0.034  -0.126
11 H -2.812 -1.810 -0.870  0.064

## Properties
- F_max (eV/Å) = 3.3
- energy above the lowest of the compared OMol25 structures with the same formula, charge and spin (kJ/mol) = 43.4
- electronic energy (eV) = -11707.929
- LUMO level (alpha / beta) (eV) = -1.6 / -1.6
- HOMO energy (alpha / beta) (hartree) = -0.2203 / -0.2325
- 2S+1 = 2